Entry from the OMol25 dataset: 2 unconnected molecules or ions with the total composition C8H11Cl2N (the ωB97M-V functional and the def2-TZVPD basis).

Frontier orbital gap, eV: 9.897
LUMO energy, hartree: 0.0296
SMILES string: Clc1ccc(Cl)cc1.CCN
ΔE to the lowest compared entry with this formula, charge and spin, kcal per mole: 0.0

Cartesian coordinates (Å):
1 Cl -0.6218 1.0516 3.7751
2 C 0.3671 -0.0156 2.8338
3 C -0.2060 -1.1393 2.2404
4 C 0.5891 -1.9975 1.4834
5 C 1.9467 -1.7206 1.3301
6 Cl 2.9355 -2.7879 0.3888
7 C 2.5198 -0.5970 1.9236
8 C 1.7246 0.2613 2.6805
9 H -1.2772 -1.3416 2.3719
10 H 0.1548 -2.8873 1.0087
11 H 3.5910 -0.3946 1.7920
12 H 2.1589 1.1510 3.1553
13 C -0.9519 0.3107 -3.2747
14 C -1.0553 1.3866 -2.2050
15 N -2.3994 1.3703 -1.6141
16 H -1.1768 -0.6772 -2.8387
17 H 0.0641 0.2832 -3.7031
18 H -1.6711 0.5085 -4.0873
19 H -0.3357 1.1696 -1.3923
20 H -0.7825 2.3657 -2.6436
21 H -2.4804 2.0948 -0.8922
22 H -3.0935 1.6052 -2.3322

Mulliken analysis output, partial charges in e: Cl -0.217; C 0.330; C -0.419; C -0.424; C 0.323; Cl -0.218; C -0.418; C -0.430; H 0.360; H 0.370; H 0.370; H 0.371; C -1.030; C -0.245; N -0.595; H 0.268; H 0.315; H 0.302; H 0.290; H 0.256; H 0.223; H 0.219


Entry from the OMol25 dataset: 11 unconnected molecules or ions with the total composition C14H50O11 (the ωB97M-V functional and the def2-TZVPD basis).

Frontier orbital gap, eV: 10.030
LUMO energy, hartree: 0.0033
SMILES string: CCO.CCO.CCO.CCO.CCO.CO.CO.CO.CO.O.O
ΔE to the lowest compared entry with this formula, charge and spin, kcal per mole: 66.2

Cartesian coordinates (Å):
1 C 8.5780 -8.2344 -18.3195
2 C 8.8468 -6.9133 -19.0095
3 O 7.7761 -6.0282 -19.0877
4 H 7.8577 -8.1891 -17.5021
5 H 9.4718 -8.6749 -17.8705
6 H 8.2428 -8.9687 -19.0596
7 H 9.2527 -7.1376 -20.0111
8 H 9.7445 -6.4557 -18.5798
9 H 7.0400 -6.3445 -19.6287
10 C 1.0528 -4.1810 -20.9488
11 C 1.6128 -3.3724 -19.7839
12 O 1.8168 -2.0400 -20.2629
13 H 1.7059 -4.1881 -21.8175
14 H 0.0567 -3.8777 -21.2642
15 H 1.0537 -5.2001 -20.5389
16 H 2.5548 -3.8743 -19.5347
17 H 0.9366 -3.3756 -18.9247
18 H 2.4052 -1.5834 -19.6437
19 C 1.7705 -9.5287 -25.1647
20 C 2.1526 -9.3808 -23.7061
21 O 3.2222 -10.2709 -23.3670
22 H 0.9372 -8.8481 -25.3930
23 H 1.3737 -10.5079 -25.4303
24 H 2.5617 -9.1648 -25.8174
25 H 1.3247 -9.5418 -23.0115
26 H 2.4717 -8.3466 -23.5689
27 H 2.8374 -11.1325 -23.1893
28 C 4.1548 -5.7990 -21.0418
29 C 4.8162 -6.9848 -21.7051
30 O 6.0440 -7.3464 -21.0144
31 H 3.3918 -5.4797 -21.7623
32 H 4.8178 -4.9567 -20.8722
33 H 3.5483 -6.0725 -20.1758
34 H 5.1832 -6.6531 -22.6840
35 H 4.1908 -7.8667 -21.8404
36 H 5.8892 -8.2523 -20.7113
37 C 3.6312 -5.0013 -16.7670
38 C 3.0751 -5.5657 -15.4772
39 O 3.6311 -4.9655 -14.3159
40 H 2.9225 -5.2637 -17.5629
41 H 4.6551 -5.3263 -16.9414
42 H 3.5769 -3.9084 -16.8539
43 H 3.3625 -6.6166 -15.4603
44 H 1.9932 -5.3752 -15.4828
45 H 3.3894 -4.0369 -14.2807
46 C 1.9501 -7.9587 -18.1559
47 O 1.0037 -6.9928 -18.5304
48 H 1.7550 -8.4613 -17.2077
49 H 2.0181 -8.7979 -18.8674
50 H 3.0023 -7.6576 -18.1962
51 H 0.3227 -6.9149 -17.8617
52 C 6.3324 -10.3135 -16.6768
53 O 5.3950 -9.6159 -17.4870
54 H 7.0296 -10.9240 -17.2566
55 H 6.8667 -9.5973 -16.0468
56 H 5.7526 -10.9829 -16.0406
57 H 5.7885 -9.2956 -18.3059
58 C 5.1183 -1.9023 -19.4338
59 O 4.2557 -1.1109 -18.6274
60 H 4.5281 -2.6936 -19.8827
61 H 5.6132 -1.2730 -20.1775
62 H 5.9285 -2.3742 -18.8670
63 H 4.7313 -0.3617 -18.2638
64 C 4.0043 -4.3162 -26.0394
65 O 4.6464 -5.5840 -26.0526
66 H 3.7485 -3.8937 -27.0075
67 H 3.0551 -4.3791 -25.4883
68 H 4.5864 -3.5906 -25.4649
69 H 5.2248 -5.5732 -25.2863
70 O 8.0527 -5.7723 -22.2388
71 H 8.2646 -5.4003 -21.3723
72 H 7.5843 -6.6031 -22.0353
73 O 5.8621 -10.1672 -20.1819
74 H 5.7698 -10.3229 -21.1339
75 H 5.4761 -10.9483 -19.7646

Mulliken analysis output, partial charges in e: C -0.663; C -0.421; O -0.498; H 0.036; H 0.429; H 0.119; H 0.270; H 0.426; H 0.266; C -1.181; C 0.856; O -0.588; H 0.208; H 0.383; H 0.262; H -0.528; H 0.288; H 0.298; C -1.075; C -0.077; O -0.512; H 0.351; H 0.313; H 0.282; H 0.307; H 0.134; H 0.296; C -0.311; C -0.087; O -0.177; H 0.150; H 0.209; H -0.058; H -0.030; H 0.321; H 0.043; C -0.227; C -0.401; O -0.549; H -0.184; H 0.172; H 0.399; H 0.221; H 0.284; H 0.312; C -0.530; O -0.445; H 0.389; H 0.255; H 0.038; H 0.295; C -0.750; O -0.360; H 0.294; H 0.315; H 0.263; H 0.254; C -0.226; O -0.546; H -0.134; H 0.386; H 0.281; H 0.275; C -0.577; O -0.496; H 0.270; H 0.227; H 0.269; H 0.306; O -0.660; H 0.341; H 0.282; O -0.585; H 0.242; H 0.258


Entry from the OMol25 dataset: a gas-phase ion, C4H8NO (charge +1) (the ωB97M-V functional and the def2-TZVPD basis).

Net charge: +1
Frontier orbital gap (alpha / beta), eV: 6.029 / 8.008
Spin multiplicity: 3
LUMO energy (alpha / beta), hartree: -0.1383 / -0.2771
ΔE to the lowest compared entry with this formula, charge and spin, kcal per mole: 81.5
Expectation value of S²: 2.01

Cartesian coordinates (Å):
1 C 2.4698 0.5250 0.3326
2 C 1.3380 0.3431 -0.0429
3 C -1.0987 0.7526 -1.0240
4 C -0.0488 -0.1086 -0.2440
5 N -0.5751 -0.3134 1.1619
6 O -0.1030 -1.4199 -0.7219
7 H 3.4961 0.4613 0.5531
8 H -1.9526 0.0366 -0.9021
9 H -0.7432 0.9312 -2.1501
10 H -1.3150 1.7479 -0.4865
11 H -1.6160 -0.5272 0.9474
12 H -0.1036 -1.1877 1.5348
13 H -0.5506 0.5778 1.7940
14 H 0.8027 -1.8188 -0.7524

Mulliken analysis output, partial charges in e: C -0.416; C -0.359; C -0.909; C 0.503; N -0.332; O -0.461; H 0.432; H 0.341; H 0.327; H 0.313; H 0.403; H 0.380; H 0.402; H 0.378